Density functional theory data (ωB97M-V/def2-TZVPD) for a 3-piece molecular cluster, C12H27BNO9 overall.

```
50
Properties=species:S:1:pos:R:3:forces:R:3
C -4.744 3.765 -0.619 -0.05 -0.02 0.02
C -3.832 3.198 -1.697 0.06 0.02 0.24
O -4.040 3.932 -2.889 -0.09 0.18 -0.06
C -3.215 3.513 -3.964 0.01 -0.08 -0.12
C -1.744 3.900 -3.798 -0.04 0.13 -0.06
C -0.809 2.749 -3.427 -0.10 -0.02 0.03
O -1.468 1.771 -2.683 0.44 -0.14 0.08
B -0.318 1.019 -2.062 -0.43 0.36 -0.31
O 0.570 2.143 -1.618 0.06 -0.09 0.05
C 0.474 3.133 -2.585 -0.14 -0.32 -0.09
N 0.488 4.414 -1.905 0.32 0.07 0.20
H -5.135 2.972 0.017 0.02 -0.03 0.06
H -5.590 4.274 -1.079 -0.05 -0.01 -0.04
H -4.222 4.475 0.021 -0.01 0.09 -0.03
H -4.030 2.137 -1.874 -0.04 -0.03 -0.06
H -2.785 3.258 -1.391 -0.02 -0.10 -0.01
H -3.635 4.006 -4.841 -0.03 0.03 -0.02
H -3.304 2.432 -4.095 0.00 -0.08 -0.01
H -1.723 4.702 -3.056 0.01 -0.03 0.09
H -1.395 4.347 -4.734 0.06 0.04 -0.01
H -0.427 2.299 -4.359 -0.01 -0.05 -0.06
H 0.265 0.389 -2.975 -0.03 -0.19 0.17
H -0.714 0.330 -1.134 0.14 -0.04 0.02
H 1.336 3.099 -3.268 0.12 0.16 -0.04
H 0.256 5.180 -2.520 -0.09 0.08 -0.08
H -0.178 4.372 -1.145 -0.12 0.07 0.02
C 2.441 -0.289 -0.904 -0.01 0.08 -0.10
O 3.247 -0.904 0.134 -0.07 0.08 0.07
C 3.218 -2.218 0.171 0.25 0.03 -0.16
O 2.658 -2.965 -0.589 -0.12 -0.03 0.04
O 3.972 -2.626 1.212 -0.02 -0.01 0.06
C 4.047 -4.041 1.347 0.04 -0.11 0.15
H 2.574 0.782 -0.803 -0.01 -0.01 0.05
H 2.775 -0.621 -1.884 0.00 -0.06 0.01
H 1.391 -0.530 -0.774 -0.01 -0.06 0.01
H 4.536 -4.497 0.487 -0.03 0.04 -0.06
H 3.056 -4.475 1.466 0.00 -0.05 -0.05
H 4.634 -4.225 2.243 0.01 0.04 0.01
C 0.755 -6.172 6.828 0.00 -0.08 0.04
O 0.965 -5.903 5.442 0.01 -0.03 0.00
C 0.952 -4.602 5.131 -0.03 -0.01 -0.03
O 0.785 -3.704 5.914 0.01 0.03 0.03
O 1.149 -4.486 3.826 0.02 -0.02 -0.04
C 1.158 -3.136 3.337 0.01 0.14 -0.14
H 0.792 -7.253 6.927 0.00 -0.01 -0.03
H 1.536 -5.714 7.431 -0.01 0.04 0.01
H -0.216 -5.799 7.149 0.00 0.04 0.01
H 1.961 -2.567 3.800 -0.01 0.00 0.04
H 0.203 -2.652 3.524 0.00 -0.01 0.08
H 1.326 -3.208 2.267 -0.02 -0.05 -0.01
```
Forces are in eV/Å.

Largest force on an atom = 0.01245 Eh/bohr
Kohn-Sham gap = 6.84 eV
HOMO level = -4.6 eV
Multiplicity = 1
Energy = -1230.2945 Eh
Charge = -1